Molecular formula: C3H3NO
Method: DFT, the ωB97M-V functional and the def2-TZVPD basis

The geometry in XYZ format:
```
8
Properties=species:S:1:pos:R:3:nbo_charge:R:1
C -0.83 -0.62 0.00 -0.11
C -0.74 0.76 -0.04 0.03
O 0.60 1.03 -0.03 -0.40
C 1.23 -0.14 0.05 0.31
N 0.40 -1.15 -0.03 -0.47
H -1.61 -1.35 -0.02 0.22
H -1.39 1.59 0.15 0.21
H 2.33 -0.13 -0.07 0.20
```

Charge ... 0
Strongest force on any atom ... 0.052 hartree/bohr
Orbital gap ... 10.47 eV
Total energy ... -6696.177 eV
Highest occupied orbital energy ... -9.4144 eV
SMILES string ... c1cocn1
Energy relative to the best compared isomer or geometry (same formula, charge and spin) ... 30.4 kJ/mol